# C18H60N12O12

12 unconnected molecules or ions with the total composition C18H60N12O12 in a non-equilibrium geometry (ωB97M-V/def2-TZVPD, the OMol25 dataset).

Structure (XYZ):
```
102
Properties=species:S:1:pos:R:3:forces:R:3
N -0.7161 2.0886 1.7992 1.159 -2.157 0.673
C -0.2968 3.2745 2.2063 1.829 -0.785 7.638
N -0.2353 4.2182 1.3346 -0.144 5.774 -2.826
O 0.1102 3.5028 3.4822 -1.701 -1.239 -5.790
H -0.4298 1.3644 2.4982 -0.868 0.557 -0.674
H -0.7956 1.6445 0.8644 0.640 0.947 -0.011
H 0.1599 5.0989 1.7294 -0.723 -0.978 -0.476
H -0.9141 4.3803 0.5577 0.767 -0.586 1.185
N -3.8154 3.9560 -1.9819 -2.075 4.976 -1.851
C -3.3565 2.8184 -2.3657 1.944 -5.224 -5.616
N -3.1805 2.0547 -1.3138 0.220 -0.911 2.986
O -3.1023 2.3774 -3.6347 -1.322 2.872 5.456
H -4.1155 4.5405 -2.8072 0.077 -0.506 1.891
H -4.2719 3.9820 -1.0607 0.086 0.604 -1.205
H -2.7685 1.1383 -1.2897 -0.032 0.100 -0.397
H -3.4093 2.5048 -0.3990 0.526 -1.249 -1.061
N 0.6088 -2.5372 -3.7036 -1.134 -3.922 0.943
C 0.5568 -1.3863 -4.2866 -5.941 1.796 -5.169
N 1.4836 -0.5638 -4.0127 0.568 2.141 -0.376
O -0.4663 -1.0109 -5.1700 3.959 -1.886 3.915
H -0.1107 -3.2355 -4.0180 1.478 0.943 0.864
H 1.3979 -2.7041 -3.0520 -1.408 -0.367 -0.711
H 1.4472 0.3073 -4.4729 0.586 1.726 -0.774
H 2.2264 -0.7670 -3.4378 1.680 -0.350 1.456
N -0.6397 1.6314 -4.4302 -1.593 -3.333 0.668
C 0.1776 2.3599 -5.1291 7.634 -3.019 -1.488
N -0.2844 3.5476 -5.2160 2.757 4.906 -3.322
O 1.5039 1.9430 -5.4815 -7.290 2.243 1.318
H -0.5723 0.6511 -4.6610 0.038 -1.492 -0.019
H -1.6159 1.9005 -4.2885 -0.021 0.231 -0.305
H 0.3555 4.1438 -5.7740 -1.046 -0.006 0.894
H -1.0866 3.9038 -4.7728 -0.981 0.117 0.239
N 0.0564 2.6156 -2.1691 -1.814 1.146 0.753
C 1.2930 2.5560 -1.6979 6.993 -2.349 -3.667
N 1.5582 3.0947 -0.5075 1.960 0.364 1.263
O 2.3512 1.9636 -2.4175 -5.577 2.553 3.757
H -0.2135 2.2465 -3.1303 0.519 -0.225 0.851
H -0.6112 3.2623 -1.6992 0.860 -0.815 -0.574
H 2.5334 3.1177 -0.1244 -1.471 -0.262 -1.213
H 0.8963 3.5499 0.0980 -0.195 -0.027 -0.269
N -3.2745 1.2992 4.2388 2.010 1.123 4.334
C -3.7872 0.8602 3.1341 -7.396 -1.975 -0.205
N -3.0471 1.1108 2.0914 0.744 -0.480 -4.061
O -5.0502 0.3585 3.1047 5.561 1.664 -0.157
H -3.7797 1.2016 5.1202 0.156 0.024 -0.781
H -2.2866 1.6098 4.3048 -1.143 -0.363 -0.139
H -3.3853 0.6699 1.2306 0.151 0.304 0.608
H -2.1084 1.6271 2.0310 -2.023 -0.838 0.761
C -1.5582 -2.6453 4.0792 0.311 -1.703 -0.972
C -1.5721 -1.8696 5.3220 -8.461 -3.065 0.295
C -2.3900 -2.6543 6.3694 -3.374 -0.202 -0.744
O -0.4468 -1.6847 5.8177 9.963 2.124 3.115
H -0.7712 -3.4244 4.1918 -0.490 0.295 -0.382
H -1.3321 -1.9923 3.2964 0.929 0.660 -1.719
H -2.4789 -3.1031 3.7408 -0.335 -0.165 0.479
H -2.0452 -0.9109 5.1905 -0.628 0.510 -0.067
H -2.5291 -2.1491 7.3042 0.477 0.691 0.566
H -1.9967 -3.6507 6.6332 0.003 0.260 -0.596
H -3.4917 -2.7261 6.0133 1.698 -0.421 0.374
H 0.1333 -2.4652 5.8525 -0.517 0.282 -0.033
C 3.6969 -3.1495 -3.1009 -0.048 -0.938 0.603
C 3.6779 -2.3520 -1.8488 10.120 1.200 -4.027
C 4.3925 -1.0261 -2.1113 2.750 -2.622 0.297
O 2.5901 -2.1234 -1.3227 -10.401 0.838 3.527
H 3.2019 -2.7618 -3.9623 -0.446 0.335 -0.525
H 3.3399 -4.1026 -2.7901 -0.790 -1.218 -0.474
H 4.7176 -3.3328 -3.3379 0.858 0.023 -0.383
H 4.3401 -2.8443 -1.1581 0.702 -0.852 0.382
H 5.2811 -1.2028 -2.7081 0.409 -0.087 0.022
H 4.7105 -0.5825 -1.2179 0.464 0.644 1.543
H 3.9037 -0.3172 -2.6160 -2.549 2.647 -2.018
H 2.7126 -1.7107 -0.4630 -0.087 0.088 0.477
C -0.6924 -1.5502 0.4180 -1.395 0.504 -0.813
C -0.7092 -0.5771 -0.7812 0.618 -9.806 -2.551
C -1.8287 -0.7824 -1.7151 0.161 -4.269 -1.412
O -0.6725 0.6130 -0.4813 0.242 10.625 4.197
H 0.2319 -1.4525 0.8981 1.455 -0.124 0.843
H -0.8468 -2.5449 0.0618 0.345 -0.798 -0.375
H -1.4754 -1.4570 1.1808 -0.136 0.733 -0.313
H 0.1762 -0.7419 -1.3935 0.676 -1.244 0.035
H -1.7662 -0.2283 -2.6169 -0.042 1.232 -0.629
H -2.7182 -0.6676 -1.1550 -1.508 -0.099 0.156
H -1.7272 -1.8399 -2.1675 -0.709 1.274 0.960
H -0.3020 1.0943 -1.2253 -0.057 1.065 -0.255
C 2.3713 0.2560 0.4114 -0.434 1.718 -0.194
O 3.2364 -0.7168 0.9426 -0.231 -0.986 0.180
H 1.4615 0.3832 0.9881 -0.201 -0.244 -0.016
H 2.1442 0.2683 -0.6628 0.171 -1.196 0.191
H 2.8877 1.1757 0.4472 0.611 1.286 0.418
H 3.0946 -0.6803 1.9015 0.274 -0.293 -0.390
C 0.9437 0.2845 3.8084 0.424 -1.651 -2.239
O -0.4648 0.2962 3.7190 0.604 0.912 0.141
H 1.3362 -0.0742 4.6987 0.317 0.252 2.354
H 1.3888 1.1923 3.4347 -0.245 0.634 0.446
H 1.3609 -0.5105 3.1496 -0.398 0.148 -0.351
H -0.8423 -0.5082 4.0612 0.190 -0.166 0.074
C 1.9097 -4.1172 0.8946 1.078 -0.767 1.244
O 2.6186 -4.5703 -0.2328 -0.617 1.343 -1.148
H 2.3987 -4.6614 1.6818 0.208 -0.082 0.933
H 0.8994 -4.4936 0.9552 -0.732 0.454 -0.424
H 2.0430 -3.0465 1.1582 -0.375 -0.472 -0.542
H 2.4678 -3.8326 -0.8738 0.143 -1.072 0.420
```
Forces are in eV/Å.

Output
Net charge: 0
Orbital gap in hartree: 0.3093
Highest occupied orbital energy in eV: -8.95
SMILES: NC(N)=O.NC(N)=O.NC(N)=O.NC(N)=O.NC(N)=O.NC(N)=O.CC(C)O.CC(C)O.CC(C)O.CO.CO.CO
ΔE to the lowest compared entry with this formula, charge and spin in kcal/mol: 262.2
LUMO level in eV: -0.533
Total energy in eV: -62083.854